81
Properties=species:S:1:pos:R:3:forces:R:3 method="wB97M-V/def2-TZVPD" e_tot_ha=-3390.6797 largest_force_ev_per_a=0.74 orbital_gap_ev=6.74 lumo_energy_ha=-0.2597 total_charge=+2 de_lowest_kcal_mol=0.0
Mo -0.31290 -0.22282 0.70600 -0.7 0.3 0.0
C 1.92066 0.35404 3.23561 0.0 0.0 0.0
C 2.86493 -0.13590 2.13810 0.0 0.0 0.0
P 2.20133 0.27429 0.47965 -0.1 0.2 0.0
C 3.28626 -0.56740 -0.70528 0.0 -0.1 0.0
C 3.91701 -1.76813 -0.37565 0.0 0.0 0.0
C 4.76258 -2.38454 -1.28554 0.0 0.0 0.0
C 4.97836 -1.81500 -2.53203 0.0 0.0 0.0
C 4.34771 -0.62621 -2.86854 0.0 0.0 0.0
C 3.50698 -0.00176 -1.96096 0.0 0.0 -0.1
C 2.49068 2.04663 0.22919 0.1 0.0 0.0
C 1.79773 2.70295 -0.79035 0.0 0.0 0.0
C 2.04295 4.03844 -1.06048 0.0 0.0 0.0
C 2.97465 4.73900 -0.30397 0.0 0.0 0.0
C 3.66455 4.09748 0.71231 0.0 0.0 0.0
C 3.43072 2.75370 0.97418 0.0 0.0 0.0
P 0.27910 -0.43050 3.05241 0.1 -0.2 -0.1
C 0.44652 -2.18493 3.43009 0.1 0.0 0.0
C -0.52746 -3.07505 2.97396 0.0 0.0 0.0
C -0.41881 -4.42751 3.25888 0.0 0.0 0.0
C 0.66525 -4.89931 3.98587 0.0 0.0 0.0
C 1.63173 -4.01625 4.44901 0.0 0.0 0.0
C 1.52204 -2.66132 4.17972 0.0 0.0 0.0
C -0.82643 0.32089 4.24885 0.0 0.0 0.0
C -0.81167 1.70460 4.43730 0.0 0.0 0.0
C -1.67485 2.28773 5.34815 0.0 0.0 0.0
C -2.56147 1.49506 6.06763 0.0 0.0 0.0
C -2.58376 0.12149 5.87862 0.0 0.0 0.0
C -1.71915 -0.47030 4.96965 0.0 0.0 0.0
H 1.78316 1.43615 3.18396 0.0 0.0 0.0
H 2.29714 0.13129 4.23562 0.1 0.0 0.0
H 2.94549 -1.22328 2.19114 0.0 0.0 0.0
H 3.87417 0.26035 2.24721 0.0 0.0 0.1
H 3.76837 -2.23624 0.58525 0.0 0.0 0.0
H 5.25769 -3.30750 -1.01486 0.0 0.0 0.0
H 5.64455 -2.29323 -3.23735 0.0 0.0 0.0
H 4.51817 -0.17550 -3.83680 0.0 0.0 0.0
H 3.04051 0.93506 -2.23566 0.0 0.0 0.0
H 1.06323 2.16978 -1.38528 0.0 0.0 0.0
H 1.50713 4.53528 -1.85810 0.0 0.0 0.0
H 3.16206 5.78404 -0.51006 0.0 0.0 0.0
H 4.39401 4.63803 1.30004 0.0 0.0 0.0
H 3.99816 2.27286 1.75984 0.0 0.0 0.0
H -1.38455 -2.71622 2.41438 0.0 0.0 0.0
H -1.18417 -5.11239 2.91757 0.0 0.0 0.0
H 0.75469 -5.95571 4.20127 0.0 0.0 0.0
H 2.46767 -4.38214 5.02950 0.0 0.0 0.0
H 2.27694 -1.98930 4.56668 0.0 0.0 0.0
H -0.12361 2.33784 3.88964 0.0 0.0 0.0
H -1.65281 3.35787 5.50277 0.0 0.0 0.0
H -3.23045 1.95124 6.78502 0.0 0.0 0.0
H -3.26750 -0.49514 6.44599 0.0 0.0 0.0
H -1.73325 -1.54439 4.83948 0.0 0.0 0.0
C -5.65115 0.66880 1.29023 0.0 0.0 -0.1
N -5.02079 0.10367 0.09822 0.0 0.1 0.0
C -5.61378 -0.00554 -1.14770 0.0 0.0 0.1
C -4.70702 -0.55865 -1.97803 0.0 0.0 0.0
N -3.57230 -0.77837 -1.22255 0.0 0.2 0.1
C -3.76899 -0.36996 0.04062 0.0 0.1 -0.1
S -2.70931 -0.47084 1.39999 0.3 -0.1 -0.1
H -6.66816 0.94578 1.03141 0.0 0.0 0.0
H -5.09960 1.54761 1.61583 0.0 0.0 0.0
H -5.66474 -0.07291 2.08506 0.0 0.0 0.0
H -6.62559 0.31363 -1.32203 0.0 0.0 0.0
H -4.76756 -0.82291 -3.01797 0.0 0.0 0.0
H -2.73186 -1.23765 -1.53858 -0.1 0.0 0.0
O -0.76686 4.00333 1.24959 0.0 0.0 0.0
C -0.64143 2.86537 1.12082 0.1 0.0 0.0
N -0.50392 1.66272 0.99787 0.1 -0.2 -0.2
F 0.30326 -6.91909 -2.06206 0.0 0.0 0.0
C 0.18832 -5.68547 -1.61145 0.0 0.0 0.0
C -0.78259 -4.84211 -2.13472 0.0 0.0 0.0
F -1.59148 -5.26671 -3.08927 0.0 0.0 0.0
C -0.89416 -3.55090 -1.65263 0.2 -0.3 0.0
F -1.81949 -2.72923 -2.16741 0.0 0.0 -0.1
C -0.05750 -3.09112 -0.64814 -0.1 0.4 -0.1
O -0.19974 -1.82981 -0.18221 0.3 -0.1 0.5
C 0.91750 -3.93509 -0.13976 0.0 -0.2 0.0
F 1.74224 -3.50761 0.81289 -0.1 0.1 0.1
C 1.03910 -5.22901 -0.61481 0.0 0.0 0.0
F 1.96608 -6.02888 -0.11136 0.0 0.0 0.0

---

78
Properties=species:S:1:pos:R:3:forces:R:3 method="wB97M-V/def2-TZVPD" e_tot_ha=-3677.2812 largest_force_ev_per_a=0.80 orbital_gap_ev=6.74 lumo_energy_ha=-0.0072 total_charge=0 de_lowest_kcal_mol=135.1
Lu -0.10070 -0.17217 -0.81089 -0.5 -0.1 0.5
C 0.02773 4.36301 0.16573 0.0 0.0 0.1
O 0.14634 3.61906 1.40237 -0.1 0.1 -0.2
C -0.21499 2.37159 1.10329 -0.1 -0.2 0.4
N -0.68105 2.11073 -0.05142 0.3 0.2 -0.2
C -0.54864 3.34785 -0.85336 0.0 0.0 0.1
C 0.32314 3.25002 -2.11419 0.0 0.2 0.0
C 0.49511 4.65818 -2.66007 0.0 -0.1 0.0
C 0.82541 4.97981 -3.91188 0.1 -0.1 -0.1
C 1.28364 4.06197 -4.96062 0.0 0.1 0.1
C 1.44232 2.74832 -4.80999 0.0 -0.1 0.1
C 1.00496 1.97580 -3.60176 -0.1 0.1 -0.2
C 0.11304 1.32783 2.09768 -0.2 0.2 -0.3
C 0.63317 1.58877 3.33984 0.0 -0.2 0.1
C 1.11248 0.49744 4.07837 0.0 0.1 0.0
C 1.12028 -0.75928 3.51768 -0.2 0.1 0.0
C 0.57438 -0.90559 2.24069 0.1 -0.4 0.0
N 0.02253 0.09690 1.57861 0.1 0.0 0.1
C 0.64204 -2.15473 1.45292 0.3 0.3 0.3
N 0.05980 -2.26896 0.30108 0.0 -0.1 -0.2
C 0.18132 -3.68246 -0.08090 -0.1 0.0 -0.1
C 1.08796 -4.26423 1.02452 0.0 0.1 0.1
O 1.05308 -3.26254 2.07208 -0.2 -0.1 -0.2
C 0.73221 -3.93706 -1.46349 0.0 -0.1 0.0
C 0.51412 -5.18168 -2.04747 0.0 0.0 0.0
C 1.04467 -5.48506 -3.29189 0.0 0.0 0.0
C 1.79691 -4.53813 -3.97391 0.0 0.0 0.0
C 2.00939 -3.29106 -3.40467 0.0 0.0 0.0
C 1.48138 -2.99713 -2.15646 -0.1 0.1 0.0
H 1.02980 4.70448 -0.09338 0.0 0.0 0.0
H -0.61757 5.21819 0.35419 0.0 0.0 0.0
H -1.54149 3.65305 -1.19629 0.0 0.0 0.0
H 0.22597 5.48316 -2.00960 0.0 0.0 0.0
H 0.81314 6.03181 -4.17241 0.0 0.0 0.0
H 1.57444 4.51132 -5.90264 0.0 0.0 0.0
H 1.85952 2.17739 -5.63116 0.0 0.0 0.0
H 0.96901 0.90512 -3.80703 0.0 0.0 0.0
H 0.69908 2.60365 3.70142 0.0 0.0 0.0
H 1.52939 0.65448 5.06402 0.0 0.0 0.0
H 1.56575 -1.61001 4.01027 0.0 0.0 0.0
H -0.81463 -4.13670 -0.03561 0.0 0.0 0.0
H 2.12007 -4.36149 0.68978 0.0 0.0 0.0
H 0.72735 -5.19673 1.45069 0.0 0.0 0.0
H -0.08669 -5.91840 -1.52465 0.0 0.0 0.0
H 0.86158 -6.45650 -3.73233 0.0 0.0 0.0
H 2.20860 -4.77029 -4.94743 0.0 0.0 0.0
H 2.58487 -2.54163 -3.93237 0.0 0.0 0.0
H 1.63932 -2.01265 -1.73321 0.3 -0.1 0.1
O -0.29542 2.44223 -3.13627 0.0 0.0 0.0
C 1.56328 2.24761 -2.16537 0.0 0.0 0.4
O 1.24915 1.15239 -1.43820 0.2 0.0 -0.8
C 2.98830 2.61498 -1.81463 0.0 0.0 0.0
C 3.66991 3.59200 -2.52477 0.1 0.0 0.0
C 4.99447 3.92200 -2.25504 -0.1 0.0 0.0
C 5.67350 3.24551 -1.26563 0.0 -0.1 0.1
C 5.02043 2.24934 -0.54899 0.0 0.0 -0.1
C 3.68055 1.93145 -0.77500 0.0 0.1 0.0
S 3.07731 0.91611 0.57653 0.0 0.2 -0.1
H 3.16364 4.10783 -3.32303 0.0 0.0 0.0
H 5.48839 4.68965 -2.83658 0.0 0.0 0.0
H 6.71146 3.46740 -1.05339 0.0 0.0 0.0
H 5.55556 1.69704 0.21160 0.0 0.0 0.0
C -1.34316 -0.99109 -2.66110 -0.2 -0.1 -0.1
C -2.51355 -0.92478 -1.78089 0.2 0.0 0.1
C -3.09882 0.31080 -1.44687 0.0 0.1 0.0
C -4.11954 0.41008 -0.50570 0.1 0.0 0.0
C -4.57203 -0.71147 0.16525 0.0 -0.1 0.0
C -3.98237 -1.94374 -0.11840 0.0 0.1 0.0
C -2.97397 -2.04583 -1.05512 0.0 0.0 -0.1
H -1.37949 -0.25079 -3.46294 0.0 0.0 0.0
H -1.14030 -1.98983 -3.04429 0.0 0.0 0.0
H -2.76476 1.19983 -1.97541 0.0 0.0 0.0
H -4.55895 1.37925 -0.30112 0.0 0.0 0.0
H -5.36564 -0.63571 0.89641 0.0 0.0 0.0
H -4.31916 -2.83385 0.39947 0.0 0.0 0.0
H -2.53295 -3.01334 -1.27004 0.0 0.0 0.0
O 2.33023 -0.49158 -0.01288 -0.2 -0.2 0.0
O 2.56057 -1.47072 1.00604 0.0 0.0 -0.1